1.
A cluster of 2 separate species, C5H13NO in total, computed with wB97M-V/def2-TZVPD.

Summary:
E_LUMO (spin up / spin down) (eV): 3.467 / 3.401
Net charge: -1
Orbital gap (spin up / spin down) (eV): 2.3176 / 9.0643
Relative energy (zero: lowest compared OMol25 entry of this formula, charge and spin) (kJ/mol): 247.1
Spin multiplicity: 2

Geometry (Å):
C 1.01 -0.16 -1.46
N 0.58 1.11 -1.06
C -0.91 1.21 -1.22
C 1.06 1.29 0.32
C 2.28 0.48 0.33
C 2.47 -0.13 -1.07
H 0.66 -0.32 -2.55
H 0.42 -0.91 -0.68
H -1.51 0.78 -0.32
H -1.26 0.52 -2.08
H -1.02 2.30 -1.46
H 0.46 0.64 1.02
H 1.06 2.50 0.65
H 2.13 -0.26 1.14
H 3.16 1.01 0.67
H 3.12 0.58 -1.67
H 2.91 -1.13 -1.05
H -5.17 -2.47 2.49
H -4.24 -2.64 3.64
O -5.04 -3.07 3.28

***

2.
A structure of composition C16H30HoN4O, computed with wB97M-V/def2-TZVPD.

Summary:
E_LUMO (spin up / spin down) (eV): -10.087 / -9.983
Net charge: +3
Orbital gap (spin up / spin down) (eV): 7.2621 / 7.3670
Relative energy (zero: lowest compared OMol25 entry of this formula, charge and spin) (kJ/mol): 33.7
Spin multiplicity: 5

Geometry (Å):
Ho 7.92 12.57 6.79
N 6.56 14.32 5.96
C 5.21 13.75 5.66
C 4.76 12.67 6.66
N 5.77 11.59 6.94
C 5.57 11.10 8.34
C 5.95 12.12 9.39
N 7.26 12.69 9.00
C 5.72 10.39 6.03
C 6.31 10.67 4.64
N 7.60 11.41 4.72
H 6.49 15.14 6.59
H 6.97 14.72 5.08
H 5.20 13.33 4.58
H 4.41 14.52 5.72
H 3.80 12.27 6.28
H 4.49 13.15 7.62
H 6.12 10.17 8.49
H 4.49 10.80 8.48
H 5.99 11.65 10.36
H 5.21 12.96 9.37
H 7.99 12.24 9.53
H 7.33 13.70 9.20
H 4.66 10.12 5.82
H 6.25 9.58 6.51
H 5.62 11.21 4.07
H 6.44 9.67 4.19
H 7.76 12.03 3.91
H 8.34 10.67 4.68
C 10.65 5.36 5.76
C 10.69 6.82 6.13
C 10.36 7.22 7.44
C 10.42 8.54 7.88
C 10.08 8.87 9.31
C 10.81 9.52 6.90
C 10.75 10.95 6.99
O 9.72 11.62 7.48
C 11.31 9.11 5.66
C 12.02 10.02 4.70
C 11.09 7.78 5.21
H 10.15 4.83 6.57
H 11.63 4.92 5.53
H 10.01 5.19 4.87
H 9.92 6.57 8.17
H 10.89 9.43 9.79
H 10.00 7.93 9.86
H 9.10 9.36 9.44
H 11.52 11.49 6.47
H 11.34 10.78 4.25
H 12.44 9.42 3.91
H 12.81 10.59 5.18
H 11.38 7.56 4.19

***

3.
A structure of composition C24H29N2O7Tm, computed with wB97M-V/def2-TZVPD.

Summary:
E_LUMO (eV): 0.357
Orbital gap (eV): 9.1106
Relative energy (zero: lowest compared OMol25 entry of this formula, charge and spin) (kJ/mol): 0.0
Spin multiplicity: 3

Geometry (Å):
Tm -1.08 0.40 0.76
O -0.23 0.41 4.49
C -1.13 0.70 3.74
O -0.93 1.37 2.63
C -2.58 0.27 3.85
C -3.45 1.14 2.99
C -4.98 0.96 3.15
C -5.22 -0.47 2.66
C -3.81 -0.82 2.12
O -3.34 0.59 1.65
C -2.86 -1.20 3.26
C -1.56 -2.01 2.83
O -0.98 -2.81 3.54
O -1.09 -1.60 1.66
H -2.92 0.23 4.86
H -3.11 2.16 2.97
H -5.51 1.67 2.51
H -5.32 1.12 4.15
H -5.95 -0.63 1.81
H -5.39 -1.13 3.46
H -3.76 -1.58 1.30
H -3.28 -1.80 4.05
C -0.04 -0.34 -7.56
C -0.29 -0.29 -6.11
C 0.37 0.65 -5.36
C 0.07 0.88 -4.03
C 0.92 1.90 -3.37
C -0.85 0.08 -3.41
C -1.48 -0.95 -4.14
C -2.43 -1.91 -3.48
C -1.22 -1.10 -5.47
C -1.08 0.11 -1.87
O -0.72 -0.85 -1.16
O -1.65 1.12 -1.33
H -0.66 -1.09 -8.07
H 1.01 -0.66 -7.67
H -0.09 0.61 -8.12
H 1.12 1.26 -5.91
H 1.52 2.55 -4.09
H 1.55 1.42 -2.62
H 0.30 2.57 -2.81
H -1.82 -2.69 -3.04
H -3.09 -2.41 -4.24
H -3.11 -1.34 -2.79
H -1.67 -1.90 -6.02
N 1.20 0.51 0.85
C 2.31 0.63 1.16
N 3.52 0.75 1.62
C 4.62 0.31 0.75
C 5.25 -0.82 1.48
C 5.69 -0.45 2.93
C 5.28 0.97 3.28
C 3.82 1.20 2.99
H 5.30 1.17 0.72
H 4.21 0.09 -0.25
H 6.13 -1.20 0.95
H 4.52 -1.67 1.33
H 6.79 -0.57 3.01
H 5.25 -1.12 3.67
H 5.88 1.72 2.68
H 5.38 1.08 4.33
H 3.47 2.24 3.07
H 3.23 0.59 3.64

***

4.
An isolated molecule of C3H3NO, computed with wB97M-V/def2-TZVPD.

Summary:
E_LUMO (eV): 1.051
Orbital gap (eV): 11.1518
Relative energy (zero: lowest compared OMol25 entry of this formula, charge and spin) (kJ/mol): 101.8
Structure (SMILES): c1cnoc1

Geometry (Å):
C 0.03 0.77 0.11
C -1.08 -0.13 0.13
N -0.71 -1.36 -0.13
O 0.65 -1.31 -0.33
C 1.07 -0.04 -0.18
H 0.09 1.81 0.38
H -2.12 0.05 0.35
H 2.13 0.15 -0.28

***

5.
A cluster of 7 separate species, C27H59Cl13N2O7PS in total, computed with wB97M-V/def2-TZVPD.

Summary:
E_LUMO (eV): -2.112
Net charge: +1
Orbital gap (eV): 9.9687

Geometry (Å):
C -3.46 -1.58 -3.41
C -3.69 -1.55 -1.92
O -2.42 -1.68 -1.20
P -2.33 -2.76 -0.06
O -3.21 -2.58 1.10
C -0.59 -2.65 0.44
C -0.21 -1.23 0.78
N 1.25 -0.97 1.15
C 1.27 0.42 1.76
C 2.66 1.00 2.04
C 2.80 2.40 1.45
S 4.44 2.85 0.97
O 5.21 2.99 2.15
O 4.32 3.89 0.00
O 4.98 1.54 0.27
C 2.12 -1.08 -0.08
C 1.90 0.00 -1.15
O 3.18 0.09 -1.78
C 0.79 -0.33 -2.16
N -0.17 0.77 -2.21
C 1.83 -1.92 2.22
Cl 0.68 -2.07 3.57
C 2.36 -3.28 1.77
C 3.86 -3.27 1.46
O -2.52 -4.17 -0.74
C -1.82 -4.56 -1.93
C -1.04 -5.83 -1.67
H -3.41 -2.59 -3.80
H -4.27 -1.05 -3.91
H -2.53 -1.07 -3.65
H -4.36 -2.35 -1.60
H -4.14 -0.61 -1.59
H 0.05 -3.13 -0.30
H -0.58 -3.27 1.34
H -0.44 -0.54 -0.03
H -0.78 -0.91 1.65
H 0.71 0.31 2.68
H 0.69 1.05 1.10
H 3.47 0.37 1.68
H 2.81 1.05 3.12
H 2.58 3.16 2.20
H 2.10 2.58 0.63
H 4.80 1.56 -0.69
H 3.16 -1.06 0.23
H 1.92 -2.06 -0.51
H 1.64 0.96 -0.70
H 3.07 0.62 -2.59
H 0.26 -1.24 -1.87
H 1.27 -0.55 -3.12
H 0.31 1.66 -2.20
H -0.68 0.77 -3.08
H 2.66 -1.35 2.64
H 1.78 -3.69 0.94
H 2.17 -3.95 2.61
H 4.09 -3.03 0.42
H 4.29 -4.24 1.68
H 4.34 -2.53 2.10
H -1.17 -3.75 -2.28
H -2.58 -4.72 -2.70
H -1.72 -6.64 -1.41
H -0.50 -6.12 -2.58
H -0.32 -5.70 -0.87
Cl 1.15 4.90 -0.79
C 2.06 6.35 -0.24
C 1.14 7.39 0.35
Cl 0.07 8.08 -0.89
H 2.60 6.73 -1.10
H 2.78 6.01 0.50
H 1.74 8.20 0.76
H 0.51 6.97 1.13
Cl 5.82 -4.28 4.35
C 6.85 -2.87 4.71
C 6.10 -1.82 5.49
Cl 4.81 -1.06 4.51
H 7.22 -2.47 3.77
H 7.69 -3.22 5.31
H 6.78 -1.02 5.79
H 5.62 -2.24 6.37
Cl 3.61 5.92 -6.57
C 2.48 6.52 -5.33
C 2.41 5.59 -4.14
Cl 1.64 4.04 -4.56
H 1.51 6.64 -5.79
H 2.85 7.49 -5.00
H 1.81 6.04 -3.35
H 3.40 5.37 -3.75
Cl -1.91 3.13 -3.43
C -2.59 3.95 -2.00
C -3.69 3.14 -1.37
Cl -5.11 2.98 -2.43
H -2.94 4.93 -2.33
H -1.78 4.09 -1.28
H -4.02 3.62 -0.45
H -3.34 2.13 -1.14
Cl -5.76 -4.99 -1.05
C -6.12 -4.08 0.45
C -7.37 -4.58 1.13
Cl -8.84 -4.22 0.18
H -6.20 -3.03 0.18
H -5.26 -4.20 1.11
H -7.48 -4.08 2.09
H -7.34 -5.65 1.29
Cl -6.24 -0.27 0.40
C -5.38 -0.37 1.96
C -6.01 0.51 3.01
Cl -5.78 2.24 2.63
H -4.35 -0.09 1.78
H -5.40 -1.41 2.27
H -5.53 0.33 3.97
H -7.08 0.33 3.09

***

6.
A structure of composition C77H71GeKN3O4P4Se3Te, computed with wB97M-V/def2-TZVPD.

Summary:
E_LUMO (eV): 1.703
Net charge: -1
Orbital gap (eV): 5.8070

Geometry (Å):
K -0.17 -0.22 -0.09
C 0.73 1.43 3.67
N -0.02 2.66 3.70
C -0.26 3.36 2.45
P 0.81 2.89 0.99
C 2.40 3.69 1.51
C 3.43 3.81 0.57
C 4.68 4.28 0.94
C 4.94 4.63 2.25
C 3.93 4.52 3.19
C 2.67 4.05 2.83
C 0.22 4.23 -0.14
C -0.83 5.11 0.15
C -1.19 6.11 -0.75
C -0.53 6.24 -1.96
C 0.49 5.35 -2.27
C 0.86 4.36 -1.38
C -0.71 3.08 4.83
C -1.59 4.17 4.76
C -2.23 4.65 5.90
C -2.03 4.06 7.13
C -1.18 2.96 7.21
C -0.54 2.48 6.09
P -0.24 -0.08 3.08
C -1.65 0.01 4.25
C -1.76 -0.74 5.42
C -2.86 -0.59 6.25
C -3.86 0.33 5.93
C -3.76 1.07 4.77
C -2.67 0.91 3.93
C 0.73 -1.43 3.86
C 0.21 -2.71 3.63
C 0.85 -3.83 4.15
C 2.02 -3.69 4.88
C 2.54 -2.42 5.10
C 1.90 -1.30 4.60
H 1.14 1.24 4.66
H 1.56 1.53 2.97
H -0.15 4.43 2.62
H -1.29 3.16 2.09
H 3.25 3.55 -0.46
H 5.45 4.36 0.18
H 5.92 4.99 2.54
H 4.12 4.80 4.22
H 1.91 3.98 3.60
H -1.41 5.03 1.06
H -1.99 6.78 -0.49
H -0.81 7.02 -2.65
H 1.00 5.42 -3.23
H 1.63 3.67 -1.67
H -1.80 4.66 3.82
H -2.90 5.50 5.81
H -2.53 4.44 8.02
H -1.02 2.47 8.16
H 0.09 1.61 6.21
H -1.00 -1.46 5.68
H -2.95 -1.19 7.14
H -4.71 0.45 6.58
H -4.54 1.78 4.51
H -2.61 1.47 3.00
H -0.69 -2.82 3.05
H 0.42 -4.81 3.97
H 2.52 -4.56 5.27
H 3.46 -2.31 5.67
H 2.35 -0.33 4.78
C -2.07 1.19 -3.36
C -3.30 0.95 -2.46
P -2.91 1.25 -0.67
C -4.18 0.20 0.13
C -3.79 -0.62 1.19
C -4.71 -1.43 1.84
C -6.03 -1.44 1.41
C -6.42 -0.65 0.34
C -5.51 0.18 -0.29
C -3.72 2.89 -0.44
C -4.35 3.19 0.77
C -4.96 4.42 0.96
C -4.94 5.37 -0.05
C -4.29 5.09 -1.24
C -3.68 3.86 -1.43
C -1.51 -0.12 -3.95
P -1.36 -1.44 -2.64
C -2.78 -2.50 -3.13
C -2.82 -3.11 -4.39
C -3.91 -3.87 -4.77
C -4.99 -4.02 -3.91
C -4.95 -3.44 -2.65
C -3.85 -2.70 -2.25
C -0.07 -2.62 -3.24
C -0.12 -3.77 -2.56
C 0.85 -4.91 -2.73
C 1.10 -4.67 -5.27
C 1.27 -3.35 -5.29
C 1.07 -2.36 -4.19
H -1.28 1.66 -2.78
H -2.32 1.86 -4.19
H -3.63 -0.08 -2.54
H -4.14 1.59 -2.75
H -2.75 -0.63 1.51
H -4.39 -2.06 2.66
H -6.75 -2.08 1.91
H -7.45 -0.67 0.00
H -5.82 0.80 -1.12
H -4.38 2.44 1.56
H -5.45 4.64 1.90
H -5.43 6.33 0.09
H -4.26 5.84 -2.03
H -3.14 3.67 -2.35
H -0.51 0.09 -4.33
H -2.15 -0.48 -4.76
H -1.98 -3.00 -5.06
H -3.93 -4.34 -5.75
H -5.85 -4.60 -4.22
H -5.78 -3.58 -1.96
H -3.80 -2.28 -1.25
H -0.94 -3.94 -1.88
H 0.58 -5.70 -2.03
H 1.32 -5.22 -6.18
H 1.66 -2.93 -6.22
H 1.04 -1.36 -4.60
C 3.97 -1.10 1.92
C 3.68 -0.22 0.75
N 2.49 0.03 0.26
C 2.69 0.78 -0.87
C 4.03 1.02 -1.04
N 4.65 0.35 0.00
C 4.69 1.87 -2.03
O 6.02 1.65 -2.21
O 4.15 2.77 -2.61
C 1.58 0.95 -1.88
O 1.84 0.49 -3.01
O 0.50 1.43 -1.48
H 3.04 -1.54 2.26
H 4.43 -0.54 2.74
H 4.65 -1.90 1.63
H 5.63 0.38 0.23
H 6.27 0.76 -1.95
Se -1.91 -3.32 1.32
Se -1.36 -5.37 0.45
Te 1.09 -5.91 0.86
Se 2.34 -4.14 -0.38
Ge 2.66 -2.55 -2.99
C 2.28 -4.48 -2.41
C 0.60 -5.52 -4.13
C 1.14 -6.92 -4.30
C 2.34 -7.36 -3.93
C 3.41 -6.61 -3.28
C 3.38 -5.41 -2.68
C 4.42 -2.22 -3.81
C 4.50 -1.40 -4.93
C 5.73 -1.04 -5.46
C 6.90 -1.50 -4.88
C 6.84 -2.33 -3.76
C 5.60 -2.67 -3.23
H 2.59 -1.89 -1.64
H -0.49 -5.61 -4.21
H 0.48 -7.61 -4.81
H 2.59 -8.38 -4.18
H 4.37 -7.11 -3.31
H 4.34 -5.07 -2.29
H 3.58 -1.04 -5.38
H 5.78 -0.38 -6.32
H 7.86 -1.19 -5.27
H 7.75 -2.70 -3.32
H 5.56 -3.30 -2.34

***

Number 1: total energy -8930.1993 eV. Number 2: total energy -50860.8890 eV. Number 3: total energy -72205.6130 eV. Number 4: total energy -6695.4373 eV. Number 5: total energy -229182.3526 eV. Number 6: total energy -406994.0932 eV.